78
Properties=species:S:1:pos:R:3 method="wB97M-V/def2-TZVPD" multiplicity=2 gap_ev="3.82 / 3.79" energy_ha=-4625.5655 total_charge=+2 homo_energy_ha="-0.515 / -0.515"
Hf -0.38947 -2.12889 -2.26957
P 0.15104 1.21580 -0.37856
F -0.67672 1.80231 -1.67008
F -0.02288 -0.31280 -0.84304
F 1.47802 1.36474 -1.32324
F 1.00911 0.75245 0.95705
F 0.31955 2.78550 0.03263
F -1.23404 1.09734 0.45916
C 3.88282 -0.15907 1.77491
O 4.57779 -1.09474 2.60509
C 5.00003 -2.29380 1.98062
O 4.70275 -2.65654 0.87617
O 5.69295 -3.01592 2.88567
C 6.09316 -4.27237 2.53988
H 3.46238 0.68272 2.32511
H 3.02768 -0.63002 1.29009
H 4.61879 0.12842 1.02405
H 6.67254 -4.57750 3.41127
H 6.86440 -4.22796 1.77091
H 5.31370 -4.98233 2.26330
C -0.58916 2.95761 -5.14249
O -0.67547 1.75725 -4.36933
C 0.37659 0.81433 -4.39356
O 0.41293 -0.10330 -3.55244
O 1.26520 1.11571 -5.33831
C 2.40778 0.40887 -5.63730
H -1.56917 3.43410 -5.11706
H -0.37254 2.87322 -6.20741
H 0.23298 3.55322 -4.74572
H 2.78281 0.98798 -6.48116
H 2.07597 -0.58668 -5.93207
H 3.09804 0.26907 -4.80538
C 1.31371 -3.09723 3.18460
O 0.81666 -2.56721 1.98296
C 1.19556 -3.10371 0.78503
O 0.76290 -2.65941 -0.32230
O 2.11669 -3.99405 0.97119
C 2.74018 -4.74426 -0.05512
H 0.78581 -2.56274 3.97437
H 2.34454 -2.83804 3.42606
H 1.09826 -4.16380 3.24862
H 2.25034 -5.71796 -0.06308
H 3.77380 -4.92216 0.24168
H 2.63609 -4.25324 -1.02268
C -3.19688 2.25269 2.72750
O -4.12598 1.51561 2.00190
C -5.33306 2.00359 1.76274
O -5.77017 3.07277 2.08243
O -5.97018 1.18637 0.88909
C -7.19673 1.60835 0.32590
H -2.31136 1.64337 2.90825
H -3.51331 2.54728 3.72809
H -2.97753 3.11798 2.10199
H -7.74524 0.76644 -0.09651
H -7.09521 2.43350 -0.37902
H -7.83892 1.89047 1.16022
C -4.85475 -2.41105 0.05623
O -3.81963 -2.02799 0.93669
C -2.55118 -1.75910 0.53909
O -2.12524 -1.86721 -0.62901
O -1.72380 -1.40481 1.52138
C -2.16684 -1.26918 2.85333
H -5.43300 -1.52003 -0.18834
H -5.54380 -3.12631 0.50534
H -4.52008 -2.81967 -0.89725
H -2.89024 -0.48972 3.09256
H -1.34714 -0.88637 3.46132
H -2.46222 -2.24749 3.23249
C -1.32180 5.51982 -1.51021
Cl -1.74892 5.92732 -3.17974
Cl -2.81129 5.06440 -0.57658
H -0.62093 4.68576 -1.54517
H -0.98934 6.46288 -1.07639
C 3.51978 3.48951 -0.00987
Cl 5.01692 2.66525 0.54354
Cl 3.76819 5.15971 -0.64709
H 3.06639 2.96743 -0.85246
H 2.80972 3.51318 0.81679